ORCA calculation (wB97M-V/def2-TZVPD) on 3 unconnected molecules or ions with the total composition C25H53N7O5P in a non-equilibrium geometry.

Element x y z (Å)
N  -2.4833  -2.2145  -8.1229
C  -1.8108  -2.1315  -6.9778
N  -1.7536  -0.8579  -6.1922
N  -1.0625  -3.3020  -6.4885
C  -1.9529  -4.4655  -6.1355
C  -2.2251  -4.5191  -4.5374
C  -2.0012  -6.0181  -3.9984
C  -0.7855  -6.1941  -2.9662
C  0.5756  -5.4686  -3.3934
N  0.6837  -4.0302  -2.9797
P  0.6050  -3.8245  -1.2257
N  -0.5477  -2.4776  -0.9100
O  2.0880  -3.2458  -0.5769
C  0.9137  -5.6989  -4.9654
O  1.4490  -4.7616  -5.6711
O  0.6473  -6.9159  -5.6055
H  -2.3205  -3.1744  -8.4664
H  -1.0073  -0.2687  -6.6195
H  -1.3778  -1.1047  -5.2530
H  -0.4824  -3.0300  -5.6817
H  -2.9575  -4.3998  -6.7123
H  -1.3774  -5.4092  -6.4746
H  -3.3547  -4.2840  -4.4193
H  -1.6714  -3.7091  -3.9562
H  -1.9663  -6.7488  -4.8888
H  -2.9651  -6.3020  -3.4180
H  -0.5511  -7.3272  -2.9339
H  -1.1716  -5.9266  -1.9265
H  1.4266  -6.0273  -2.8350
H  1.6368  -3.6933  -3.2448
H  -0.0147  -1.5842  -1.0196
H  -1.1924  -2.5337  -1.7279
H  1.8698  -2.9712  0.3512
C  3.4093  2.7945  1.7484
C  3.0273  1.2925  1.7192
C  3.6958  0.5642  2.9052
C  5.1935  0.3468  2.7146
C  5.4796  -0.3374  1.3821
C  4.8356  0.3794  0.1757
N  3.3936  0.7008  0.3952
O  2.6899  -0.4554  0.2531
C  5.6204  1.6740  -0.1424
C  5.0614  -0.4972  -1.0853
C  1.4931  1.3014  1.9604
H  4.4422  2.9715  2.0481
H  3.2425  3.2649  0.7749
H  2.8024  3.3473  2.4718
H  3.2235  -0.4146  3.0552
H  3.5320  1.1249  3.8316
H  5.7326  1.2975  2.7779
H  5.5784  -0.2731  3.5308
H  6.5637  -0.4086  1.2416
H  5.1140  -1.3699  1.4395
H  5.1162  2.2578  -0.9183
H  6.6225  1.4409  -0.5155
H  5.7788  2.3167  0.7213
H  4.6586  -1.5073  -0.9745
H  6.1298  -0.6143  -1.2904
H  4.6050  -0.0405  -1.9690
H  0.9707  1.8077  1.1436
H  1.2471  1.8290  2.8869
H  1.0814  0.2959  2.0657
C  -5.0679  3.0190  2.7327
C  -3.6449  2.5997  3.1819
C  -3.6314  2.3621  4.7074
C  -3.6772  3.6518  5.5205
C  -2.5813  4.6148  5.0773
C  -2.5808  4.8832  3.5567
N  -2.6508  3.6296  2.7473
O  -1.4195  3.0500  2.7793
C  -3.7618  5.8124  3.1899
C  -1.3314  5.7389  3.2167
C  -3.4276  1.2322  2.4780
H  -5.5671  3.6801  3.4412
H  -5.0469  3.5076  1.7541
H  -5.7281  2.1522  2.6360
H  -2.7266  1.8100  4.9904
H  -4.4761  1.7283  4.9969
H  -4.6594  4.1274  5.4348
H  -3.5471  3.4180  6.5821
H  -2.6898  5.5574  5.6250
H  -1.6132  4.1984  5.3815
H  -3.8512  5.9239  2.1052
H  -3.6136  6.8142  3.6051
H  -4.7214  5.4800  3.5802
H  -0.3974  5.2632  3.5267
H  -1.3695  6.7034  3.7319
H  -1.2737  5.9418  2.1427
H  -3.4278  1.3468  1.3901
H  -4.2265  0.5309  2.7373
H  -2.4936  0.7531  2.7769

charge	-1
LUMO level (alpha / beta)	1.777 / 0.966	eV
gap between HOMO and LUMO (alpha / beta)	6.12 / 5.31	eV
2S+1	3
max |F|	6.20	eV/A
DFT total energy	-56737.692	eV
highest occupied orbital energy (alpha / beta)	-4.34 / -4.34	eV